Arrangement w

{"formula": "C3H10N3O", "method": "ωB97M-V/def2-TZVPD", "total_charge": 1, "orbital_gap_ha": 0.423, "elements": ["N", "H", "O", "C", "H", "H", "H", "H", "N", "H", "H", "H", "N", "C", "H", "C", "H"], "positions_angstrom": [[2.270, 0.800, 0.011], [-0.528, 1.623, -1.266], [1.899, -1.414, -0.058], [-0.015, 0.148, 0.161], [-1.566, 0.175, -1.287], [-1.257, -1.757, -0.474], [3.213, 0.497, 0.063], [0.232, -2.195, 0.018], [-0.609, -1.701, 0.279], [-0.020, 0.175, -2.108], [-1.111, 0.814, 1.813], [-0.793, -2.152, 1.154], [-0.236, 0.789, 1.298], [1.478, -0.277, -0.018], [1.940, 1.654, -0.316], [-0.638, 0.559, -1.189], [0.631, 0.906, 1.829]], "nbo_charge": [-0.7993, 0.2581, -0.5810, 0.3641, 0.2323, 0.4057, 0.4315, 0.4391, -0.8606, 0.2520, 0.4340, 0.4216, -0.7890, 0.6273, 0.4123, -0.6688, 0.4205]}

---

Arrangement x

{"formula": "C3H10N3O", "method": "ωB97M-V/def2-TZVPD", "total_charge": 1, "orbital_gap_ha": 0.344, "elements": ["C", "H", "H", "N", "C", "H", "C", "H", "O", "H", "H", "H", "H", "H", "H", "N", "N"], "positions_angstrom": [[-0.997, -1.836, -0.719], [-0.584, 2.922, -1.158], [-1.269, -0.451, 1.979], [1.573, 0.744, -0.210], [-0.843, -1.396, 1.633], [-1.574, -2.189, 1.736], [0.904, 2.001, -0.227], [-0.008, 1.635, -2.020], [1.183, 2.891, 0.517], [0.349, -0.527, 0.067], [-0.664, -1.701, -1.738], [0.055, -1.583, 2.215], [2.358, 0.763, 0.420], [1.912, 0.480, -1.136], [-1.762, -2.569, -0.492], [-0.461, -1.193, 0.232], [-0.172, 2.009, -1.100]], "nbo_charge": [0.1109, 0.4147, 0.2487, -0.9067, -0.4348, 0.2337, 0.7729, 0.3843, -0.5440, 0.4645, 0.2218, 0.2458, 0.4199, 0.3952, 0.2203, -0.3919, -0.8552]}

---

Quick ranking, most stable first: arrangement x, arrangement w.